A 3-piece molecular cluster, C24H28BrNO10P3 overall, computed with wB97M-V/def2-TZVPD.

Properties
- net charge = +1
- F_max (eV Å⁻¹) = 6.13
- orbital gap (eV) = 6.0
- E_tot (eV) = -145197.761

Each atom is followed by the atoms it is bonded to, with distances in Å.
Positions of all 67 atoms, in Å:
1 C 4.610 -2.970 1.585  C2 1.608, H24 1.158, H25 1.146, H26 1.139
2 C 5.112 -2.495 0.133  C1 1.608, C3 1.639, H27 1.158, H28 1.157
3 C 3.990 -1.629 -0.690  C2 1.639, C4 1.620, H29 1.135, H30 1.159
4 C 3.021 -0.775 0.287  C3 1.620, C5 1.583, N20 1.476
5 C 3.736 0.190 1.318  C4 1.583, P6 1.902, C9 1.559
6 P 5.616 0.477 1.378  C5 1.902, O7 1.699, Br8 2.310
7 O 6.015 1.980 2.064  P6 1.699, H31 0.991
8 Br 6.454 0.770 -0.754  P6 2.310
9 C 2.882 0.967 2.366  C5 1.559, P10 1.881, C14 1.544
10 P 3.447 2.114 3.746  C9 1.881, O11 1.553, O12 1.720, O13 1.698
11 O 2.248 2.412 4.686  P10 1.553
12 O 3.831 3.630 3.029  P10 1.720, H32 0.993
13 O 4.692 1.500 4.724  P10 1.698, H33 0.993
14 C 1.356 0.737 2.301  C9 1.544, C15 1.574, H34 1.153
15 C 0.731 -0.226 1.224  C14 1.574, C16 1.589, N20 1.471
16 C -0.843 -0.359 1.393  C15 1.589, C17 1.727, H35 1.140, H36 1.153
17 C -1.187 -0.682 3.054  C16 1.727, C18 1.693, O19 1.498, H37 1.201
18 C -2.675 -1.450 3.303  C17 1.693, O19 1.627, H38 1.133, H39 1.178
19 O -1.204 -2.132 3.428  C17 1.498, C18 1.627
20 N 1.553 -0.917 0.218  C4 1.476, C15 1.471, P21 1.806
21 P 0.752 -1.926 -1.047  N20 1.806, C22 1.913, O23 1.748
22 C -0.901 -1.168 -1.639  P21 1.913, H40 1.148, H41 1.144, H42 1.154
23 O 1.574 -1.764 -2.581  P21 1.748, H43 0.984
24 H 5.389 -3.746 1.949  C1 1.158
25 H 3.628 -3.551 1.490  C1 1.146
26 H 4.600 -2.153 2.379  C1 1.139
27 H 5.337 -3.475 -0.444  C2 1.158
28 H 6.136 -1.956 0.153  C2 1.157
29 H 4.421 -1.022 -1.546  C3 1.135
30 H 3.421 -2.508 -1.188  C3 1.159
31 H 6.997 1.961 2.193  O7 0.991
32 H 3.622 4.330 3.702  O12 0.993
33 H 5.026 0.700 4.238  O13 0.993
34 H 0.703 1.305 3.061  C14 1.153
35 H -1.460 0.557 1.110  C16 1.140
36 H -1.257 -1.354 0.982  C16 1.153
37 H -0.851 0.140 3.862  C17 1.201
38 H -2.976 -2.514 3.054  C18 1.133
39 H -2.945 -1.088 2.214  C18 1.178
40 H -0.835 -0.028 -1.528  C22 1.148
41 H -1.807 -1.548 -1.054  C22 1.144
42 H -1.124 -1.422 -2.743  C22 1.154
43 H 2.157 -0.973 -2.570  O23 0.984
44 C -2.307 -2.373 -6.440  C45 1.333, C50 1.479, H52 1.083
45 C -2.052 -1.654 -5.346  C44 1.333, C46 1.479, H53 1.083
46 C -3.039 -0.691 -4.813  C45 1.479, O47 1.221, C48 1.478
47 O -2.807 -0.030 -3.813  C46 1.221
48 C -4.320 -0.556 -5.539  C46 1.478, C49 1.334, H54 1.083
49 C -4.575 -1.275 -6.633  C48 1.334, C50 1.478, H55 1.083
50 C -3.589 -2.238 -7.166  C44 1.479, C49 1.478, O51 1.215
51 O -3.821 -2.895 -8.161  C50 1.215
52 H -1.596 -3.082 -6.844  C44 1.083
53 H -1.119 -1.742 -4.803  C45 1.083
54 H -5.031 0.153 -5.135  C48 1.083
55 H -5.508 -1.188 -7.177  C49 1.083
56 C -5.549 3.705 0.786  C57 1.334, C62 1.479, H64 1.083
57 C -4.951 2.551 0.486  C56 1.334, C58 1.477, H65 1.083
58 C -3.793 2.064 1.262  C57 1.477, O59 1.223, C60 1.478
59 O -3.244 1.007 0.986  C58 1.223
60 C -3.323 2.902 2.385  C58 1.478, C61 1.333, H66 1.083
61 C -3.920 4.055 2.687  C60 1.333, C62 1.479, H67 1.083
62 C -5.079 4.544 1.910  C56 1.479, C61 1.479, O63 1.214
63 O -5.625 5.593 2.184  C62 1.214
64 H -6.398 4.078 0.227  C56 1.083
65 H -5.282 1.924 -0.333  C57 1.083
66 H -2.473 2.528 2.944  C60 1.083
67 H -3.588 4.681 3.505  C61 1.083

These are the Mulliken partial charges, in e, on atoms 1 to 6: -0.847 -0.627 -1.083 0.251 0.282 0.307